Model a:
A cluster of 9 separate species, C27H54O27 in total. Source: OMol25; level of theory: ωB97M-V/def2-TZVPD.

Geometry (Å):
C1 1.146 -3.173 -7.391
O1 1.931 -2.602 -6.333
C2 1.615 -1.326 -6.058
O2 0.673 -0.683 -6.551
O3 2.550 -0.768 -5.281
C3 2.447 0.613 -5.010
H1 0.881 -4.169 -7.159
H2 1.841 -3.157 -8.303
H3 0.284 -2.559 -7.554
H4 2.616 1.283 -5.837
H5 3.233 0.858 -4.274
H6 1.397 0.780 -4.596
C4 4.698 4.950 -1.565
O4 5.048 3.745 -0.879
C5 4.457 2.625 -1.260
O5 3.578 2.509 -2.059
O6 5.101 1.625 -0.605
C6 4.558 0.315 -0.700
H7 4.085 5.585 -0.986
H8 4.141 4.711 -2.434
H9 5.525 5.568 -1.804
H10 4.655 -0.011 0.362
H11 5.089 -0.364 -1.412
H12 3.492 0.311 -0.890
C7 1.867 -0.573 9.624
O7 1.859 -1.075 8.281
C8 0.661 -1.486 7.709
O8 -0.433 -1.475 8.235
O9 0.856 -1.796 6.425
C9 2.196 -1.965 5.987
H13 1.037 0.001 9.856
H14 2.712 0.105 9.686
H15 2.087 -1.349 10.278
H16 2.186 -2.696 5.179
H17 2.711 -2.502 6.826
H18 2.781 -1.095 5.727
C10 -2.500 3.026 1.183
O10 -3.863 2.454 0.840
C11 -3.801 1.469 -0.101
O11 -2.873 1.001 -0.701
O12 -5.059 1.090 -0.320
C12 -5.237 -0.028 -1.209
H19 -2.063 2.449 1.966
H20 -2.702 4.102 1.382
H21 -1.939 2.933 0.297
H22 -4.350 0.049 -1.935
H23 -6.236 -0.068 -1.662
H24 -4.994 -1.003 -0.682
C13 1.227 4.792 0.402
O13 1.441 4.893 -1.019
C14 0.526 4.504 -1.909
O14 -0.555 4.129 -1.707
O15 1.033 4.727 -3.099
C15 0.031 4.724 -4.154
H25 1.152 5.759 0.916
H26 2.138 4.214 0.717
H27 0.270 4.261 0.560
H28 -0.753 5.514 -3.944
H29 -0.514 3.764 -4.090
H30 0.596 4.887 -5.120
C16 2.617 -4.118 2.307
O16 1.908 -4.332 3.503
C17 0.553 -4.064 3.522
O17 -0.109 -3.548 2.612
O18 0.179 -4.411 4.735
C18 -1.234 -4.362 5.089
H31 2.096 -4.430 1.422
H32 3.426 -4.882 2.347
H33 2.909 -3.033 2.385
H34 -1.414 -5.280 5.676
H35 -1.842 -4.361 4.193
H36 -1.373 -3.518 5.762
C19 -2.349 -2.416 -0.335
O19 -2.724 -2.339 1.045
C20 -2.917 -3.490 1.698
O20 -2.687 -4.597 1.263
O21 -3.507 -3.258 2.908
C21 -3.909 -1.887 3.309
H37 -2.793 -3.224 -0.942
H38 -1.272 -2.458 -0.561
H39 -2.607 -1.426 -0.778
H40 -3.188 -1.084 3.176
H41 -4.327 -2.022 4.304
H42 -4.705 -1.698 2.611
C22 -4.233 1.700 -5.411
O22 -3.332 0.656 -5.053
C23 -2.115 1.127 -4.630
O23 -1.790 2.274 -4.656
O24 -1.397 0.182 -4.106
C24 -1.697 -1.151 -4.479
H43 -5.249 1.311 -5.396
H44 -3.949 1.945 -6.424
H45 -4.162 2.592 -4.761
H46 -1.498 -1.250 -5.564
H47 -2.736 -1.487 -4.295
H48 -1.173 -1.865 -3.865
C25 0.209 0.484 -1.032
O25 -0.246 0.377 0.358
C26 0.579 -0.089 1.278
O26 1.766 -0.338 1.217
O27 -0.122 -0.074 2.427
C27 0.607 -0.520 3.599
H49 -0.547 1.095 -1.465
H50 0.313 -0.455 -1.566
H51 1.194 1.028 -1.034
H52 1.046 -1.524 3.598
H53 -0.134 -0.437 4.413
H54 1.399 0.261 3.746

## Properties
Total charge: 0
Spin multiplicity: 1
E_LUMO: 0.556 eV

Atomic partial charges in e from the Löwdin method, atoms 1 to 8:
1. C -0.026
2. O 0.003
3. C -0.552
4. O 0.061
5. O -0.002
6. C -0.039
7. H 0.075
8. H 0.127


Model b:
A cluster of 9 separate species, C27H54O27 in total. Source: OMol25; level of theory: ωB97M-V/def2-TZVPD.

Geometry (Å):
C1 -1.755 2.414 3.008
O1 -3.159 2.465 3.274
C2 -3.803 1.309 3.395
O2 -3.319 0.208 3.401
O3 -5.098 1.589 3.517
C3 -5.938 0.443 3.601
H1 -1.478 1.491 2.501
H2 -1.204 2.478 3.946
H3 -1.541 3.267 2.373
H4 -5.693 -0.116 4.505
H5 -5.883 -0.184 2.715
H6 -6.965 0.788 3.707
C4 4.483 0.976 1.075
O4 5.830 0.957 0.583
C5 6.571 -0.034 1.072
O5 6.165 -0.946 1.745
O6 7.825 0.155 0.679
C6 8.760 -0.847 1.052
H7 3.891 1.667 0.491
H8 4.506 1.297 2.119
H9 4.068 -0.030 1.054
H10 8.308 -1.836 0.966
H11 9.046 -0.721 2.096
H12 9.606 -0.751 0.383
C7 5.309 0.011 -5.596
O7 4.723 -0.617 -4.451
C8 4.411 0.108 -3.382
O8 3.840 -0.378 -2.447
O9 4.853 1.369 -3.479
C9 4.654 2.232 -2.376
H13 6.297 0.408 -5.366
H14 4.677 0.819 -5.956
H15 5.378 -0.773 -6.342
H16 4.290 3.207 -2.688
H17 5.596 2.348 -1.836
H18 3.976 1.816 -1.634
C10 -6.854 2.878 0.636
O10 -5.951 1.739 0.657
C11 -6.185 0.803 -0.249
O11 -7.004 0.828 -1.128
O12 -5.364 -0.222 0.014
C12 -5.408 -1.288 -0.928
H19 -6.368 3.653 0.052
H20 -6.941 3.171 1.680
H21 -7.823 2.603 0.237
H22 -4.853 -2.113 -0.490
H23 -5.002 -0.998 -1.894
H24 -6.432 -1.640 -1.060
C13 4.222 -3.389 1.914
O13 3.240 -4.176 1.241
C14 2.022 -4.167 1.749
O14 1.691 -3.679 2.801
O15 1.212 -4.803 0.898
C15 -0.174 -4.654 1.158
H25 5.156 -3.521 1.388
H26 4.315 -3.713 2.953
H27 3.906 -2.348 1.942
H28 -0.459 -4.876 2.185
H29 -0.719 -5.378 0.555
H30 -0.470 -3.647 0.878
C16 1.242 1.762 -3.256
O16 1.798 2.925 -3.866
C17 2.359 2.803 -5.062
O17 2.484 1.786 -5.692
O18 2.770 4.015 -5.426
C18 3.494 4.108 -6.655
H31 1.909 1.434 -2.462
H32 1.051 0.974 -3.982
H33 0.292 2.001 -2.780
H34 3.503 3.152 -7.174
H35 4.527 4.370 -6.426
H36 3.017 4.881 -7.248
C19 -2.392 5.794 -3.232
O19 -3.663 5.235 -2.905
C20 -3.748 4.260 -2.000
O20 -4.803 3.835 -1.620
O21 -2.554 3.852 -1.575
C21 -2.586 2.941 -0.468
H37 -2.053 6.509 -2.483
H38 -2.518 6.384 -4.141
H39 -1.684 4.996 -3.434
H40 -1.573 2.908 -0.081
H41 -2.826 1.930 -0.800
H42 -3.323 3.261 0.265
C22 -1.273 -3.505 4.876
O22 -2.109 -4.679 4.922
C23 -3.023 -4.763 3.957
O23 -3.105 -4.049 2.997
O24 -3.829 -5.811 4.116
C24 -3.691 -6.648 5.258
H43 -0.713 -3.530 5.804
H44 -1.890 -2.613 4.802
H45 -0.582 -3.574 4.038
H46 -4.331 -7.510 5.101
H47 -3.997 -6.144 6.177
H48 -2.660 -6.978 5.388
C25 -2.266 -1.464 0.845
O25 -1.526 -0.244 0.691
C26 -0.389 -0.227 0.012
O26 0.106 0.807 -0.348
O27 0.140 -1.441 -0.150
C27 1.429 -1.496 -0.754
H49 -3.272 -1.160 1.101
H50 -1.820 -2.112 1.597
H51 -2.244 -2.031 -0.088
H52 2.195 -1.166 -0.052
H53 1.526 -0.895 -1.654
H54 1.617 -2.533 -1.021

## Properties
Total charge: 0
Spin multiplicity: 1
E_LUMO: 0.556 eV

Atomic partial charges in e from the Löwdin method, atoms 1 to 8:
1. C -0.025
2. O 0.009
3. C -0.612
4. O 0.126
5. O -0.001
6. C -0.040
7. H 0.080
8. H 0.098


Verdict on stability: model a comes out at the bottom.


Model a:
A structure of composition CH3BrNO2S. Source: OMol25; level of theory: ωB97M-V/def2-TZVPD.

Geometry (Å):
C1 -2.301 -0.542 -0.388
N1 0.526 -0.522 -0.723
O1 -1.133 -2.240 -1.775
O2 -0.575 -2.374 0.699
S1 -0.891 -1.592 -0.497
Br1 -2.044 0.753 -1.636
H1 -2.147 1.157 1.262
H2 0.930 -0.201 0.149
H3 1.303 -1.009 -1.154

## Properties
Total charge: -1
Spin multiplicity: 1
E_LUMO (spin up / spin down): 3.596 / 3.425 eV

Atomic partial charges in e from the Löwdin method, atoms 1 to 8:
1. C -0.879
2. N -0.167
3. O -0.417
4. O -0.413
5. S 0.356
6. Br 0.449
7. H 0.020
8. H 0.028


Model b:
The ion CH3BrNO2S with charge -1. Source: OMol25; level of theory: ωB97M-V/def2-TZVPD.

Geometry (Å):
N1 1.158 0.690 0.625
C1 0.880 -0.361 -0.223
S1 -0.831 -0.479 -0.304
O1 -1.240 -1.785 -0.661
O2 -1.541 0.060 0.902
Br1 -0.759 0.582 -2.416
H1 0.529 0.880 1.411
H2 0.971 1.666 0.118
H3 0.833 -1.254 0.546

## Properties
Total charge: -1
Spin multiplicity: 1
E_LUMO: 3.393 eV

Atomic partial charges in e from the Löwdin method, atoms 1 to 8:
1. N -0.189
2. C -0.605
3. S 0.298
4. O -0.424
5. O -0.416
6. Br 0.151
7. H 0.033
8. H 0.094


Verdict on stability: model a comes out at the bottom.


Model a:
The molecule C2H7NO2S. Source: OMol25; level of theory: ωB97M-V/def2-TZVPD.

Geometry (Å):
C1 -1.007 1.011 -0.097
C2 -0.263 -0.243 0.224
N1 -0.102 -1.144 -0.915
O1 2.129 0.909 -0.922
O2 -0.482 -0.845 1.460
S1 1.792 0.160 0.319
H1 -1.343 1.446 0.821
H2 -1.973 0.610 -0.589
H3 -0.486 1.612 -0.873
H4 1.834 1.148 1.511
H5 -0.754 -1.189 -1.708
H6 0.498 -1.978 -0.789
H7 0.156 -1.498 1.557

## Properties
Total charge: 0
Spin multiplicity: 1
E_LUMO: 0.491 eV

Atomic partial charges in e from the Löwdin method, atoms 1 to 8:
1. C -0.044
2. C -0.699
3. N 0.026
4. O -0.632
5. O -0.007
6. S 0.818
7. H 0.077
8. H 0.115


Model b:
A cluster of 2 separate species, C2H7NO2S in total. Source: OMol25; level of theory: ωB97M-V/def2-TZVPD.

Geometry (Å):
N1 -0.957 1.069 -2.059
C1 0.254 1.400 -1.565
O1 0.788 2.259 -2.178
C2 0.886 0.928 -0.277
S1 -0.199 -0.125 0.731
H1 -1.520 0.333 -1.625
H2 -1.239 1.464 -2.960
H3 1.807 0.324 -0.388
H4 1.163 1.873 0.228
H5 -0.964 -0.471 -0.326
O2 0.024 -3.363 3.270
H6 -0.516 -3.184 4.073
H7 0.472 -2.508 3.077

## Properties
Total charge: 0
Spin multiplicity: 1
E_LUMO: 0.511 eV

Atomic partial charges in e from the Löwdin method, atoms 1 to 8:
1. N 0.130
2. C -0.651
3. O 0.060
4. C -0.451
5. S 0.724
6. H 0.062
7. H 0.130
8. H 0.082


Verdict on stability: model a comes out at the bottom.